Formula: C17H20NO6PRbS3
Source: the OMol25 dataset
Level of theory: ωB97M-V with the def2-TZVPD basis set

XYZ file:
```
49
Properties=species:S:1:pos:R:3:forces:R:3
C 1.124 -2.025 1.860 -1.01 -0.18 0.99
S -0.257 -2.844 2.585 -0.05 0.01 0.30
O -1.158 -1.825 2.992 -0.26 0.18 -0.04
O 0.183 -3.845 3.477 0.19 -0.35 0.05
O -0.860 -3.625 1.316 -0.09 0.05 0.20
P -1.476 -2.833 0.035 0.23 -0.28 0.06
O -0.435 -2.022 -0.608 0.19 0.14 -0.14
O -2.003 -4.053 -0.798 0.04 0.11 -0.09
O -2.724 -2.106 0.595 -0.19 0.20 -0.26
C -2.854 -0.667 0.415 -0.22 0.03 0.40
C -3.406 -0.294 -0.938 0.08 0.13 -0.01
C -3.107 1.177 -1.248 -0.13 -0.15 -0.52
S -1.423 1.178 -1.921 0.20 -0.25 0.21
C -0.659 2.627 -1.249 0.06 0.21 -0.10
S -1.381 4.051 -1.106 -0.18 0.17 0.30
N 0.699 2.409 -0.830 -0.39 -0.76 -0.32
C 0.852 2.199 0.580 0.19 0.67 -0.27
C 2.110 2.409 1.120 0.25 0.07 -0.12
C 2.337 2.165 2.455 0.23 -0.09 0.23
C 1.309 1.719 3.269 0.15 0.01 0.25
C 0.050 1.549 2.737 -0.13 -0.15 0.31
C -0.180 1.792 1.398 -0.35 -0.12 -0.10
C 1.341 1.423 -1.643 0.02 0.59 0.10
C 1.944 0.314 -1.096 0.36 -0.64 0.15
C 2.474 -0.684 -1.917 -0.18 0.42 -1.94
C 2.408 -0.530 -3.284 0.20 -0.36 -0.28
C 1.854 0.603 -3.837 -0.24 0.32 -0.05
C 1.318 1.583 -3.019 0.20 -0.01 -0.32
H 0.720 -1.140 1.380 0.00 0.05 -0.37
H 1.778 -1.692 2.651 0.10 -0.05 0.58
H 1.689 -2.648 1.187 -2.73 -1.31 1.99
H -1.620 -4.023 -1.685 -0.09 -0.21 -0.05
H -1.890 -0.208 0.601 0.20 -0.04 -0.13
H -3.528 -0.347 1.202 -0.06 -0.06 0.14
H -4.476 -0.476 -0.980 -0.12 -0.05 0.00
H -2.933 -0.907 -1.706 -0.05 -0.13 -0.10
H -3.778 1.528 -2.023 -0.13 0.19 0.05
H -3.189 1.831 -0.386 0.05 0.10 0.10
H 2.914 2.756 0.491 0.04 0.11 -0.15
H 3.316 2.339 2.873 0.13 0.05 0.04
H 1.496 1.543 4.316 -0.04 -0.04 0.14
H -0.758 1.213 3.368 -0.13 -0.02 0.05
H -1.176 1.669 1.008 -0.09 0.04 -0.10
H 1.969 0.263 -0.012 -0.25 0.27 -0.28
H 2.918 -1.609 -1.516 -0.92 2.29 -5.54
H 2.800 -1.307 -3.921 0.07 -0.06 -0.13
H 1.825 0.713 -4.909 -0.02 0.08 -0.09
H 0.873 2.471 -3.441 -0.04 0.10 -0.06
Rb 2.971 -1.815 0.159 4.92 -1.28 4.92
```
Forces are in eV/Å.

Computed properties:
Energy above the lowest of the compared OMol25 structures with the same formula, charge and spin, kJ/mol: 0.0
HOMO-LUMO gap, eV: 7.8662
Total charge: +1

Formula: C4H13N2O
Source: the OMol25 dataset
Level of theory: ωB97M-V with the def2-TZVPD basis set

XYZ file:
```
20
Properties=species:S:1:pos:R:3:forces:R:3
C -2.536 -0.477 -0.378 1.26 -2.03 3.19
C -1.226 -1.311 -0.868 -2.45 1.32 0.78
C -0.029 -0.574 -0.379 -1.87 3.38 -1.54
C 0.738 -1.197 0.619 6.50 2.04 2.80
N 1.585 -0.393 1.516 -2.86 -2.41 -5.10
N 0.209 0.695 -0.750 -0.61 -2.13 3.03
H -3.415 -1.136 -0.293 0.42 0.20 -0.45
H -2.338 -0.186 0.739 -0.46 -0.02 -2.10
H -2.751 0.340 -1.005 -0.17 1.08 -0.59
H -1.300 -1.204 -1.954 0.42 -0.85 0.14
H -1.307 -2.318 -0.429 0.16 0.28 -0.72
H 0.885 -2.297 0.566 -0.25 0.82 0.81
H 2.570 -0.678 1.469 -0.29 -0.79 0.98
H 1.595 0.607 1.239 -0.60 -0.35 0.14
H -0.313 2.624 1.967 1.10 -0.12 -1.05
H 0.259 2.581 1.421 -1.09 0.12 1.03
H -0.663 1.239 -0.817 -0.03 -0.61 -1.58
H 1.851 1.267 -1.022 2.57 -0.29 1.37
H 3.429 1.273 -1.111 3.36 0.77 -2.87
O 2.759 1.145 -0.532 -5.11 -0.41 1.73
```
Forces are in eV/Å.

Computed properties:
Energy above the lowest of the compared OMol25 structures with the same formula, charge and spin, kJ/mol: 604.3
HOMO-LUMO gap, eV: 7.2471
Total charge: +1

Formula: C29H34N4O9P3PtS2
Source: the OMol25 dataset
Level of theory: ωB97M-V with the def2-TZVPD basis set

XYZ file:
```
82
Properties=species:S:1:pos:R:3:forces:R:3
Pt 0.954 -2.293 1.059 -1.58 -0.22 -0.94
S 1.086 -0.640 2.514 0.39 2.48 1.23
C -0.025 -0.961 3.786 -0.36 -1.60 0.25
C -0.664 0.055 4.565 -1.19 2.04 1.07
N -1.243 0.887 5.165 1.56 -2.14 -1.60
C -0.332 -2.329 3.996 0.33 2.17 -0.62
S 0.355 -3.432 2.874 -0.54 -2.14 1.70
C -1.256 -2.655 5.016 -1.96 -1.46 2.24
N -2.005 -2.949 5.877 1.92 0.86 -2.29
C 3.134 -1.570 -2.735 -0.06 0.12 0.22
C 2.524 -2.218 -1.484 -0.12 1.32 -0.20
O 1.568 -1.426 -0.766 0.39 1.39 -1.16
P 1.582 -3.690 -1.761 0.01 -1.69 2.55
O 0.479 -3.455 -2.847 -0.28 -0.67 -1.40
O 2.558 -4.796 -2.228 0.36 0.42 0.72
O 0.941 -3.898 -0.356 0.34 -0.82 -2.45
P 3.790 -2.695 -0.273 -0.90 -2.33 1.29
O 4.911 -1.600 -0.232 0.88 0.81 1.04
O 4.366 -4.068 -0.627 -0.82 1.01 -0.35
O 2.981 -2.626 1.054 2.73 -0.21 -0.29
H 2.327 -1.422 -3.495 0.87 0.02 0.46
H 3.961 -2.230 -3.110 -0.82 0.64 0.10
H 3.574 -0.604 -2.398 -0.30 -0.52 -0.57
H 0.651 -0.183 -0.644 -0.38 0.03 0.05
H 0.558 -4.039 -3.644 -0.01 0.69 0.93
H 3.486 -4.640 -1.518 -0.56 -0.02 -0.38
H 5.285 -1.502 0.682 -0.37 -0.12 -1.11
O -0.034 0.493 -0.259 0.87 0.55 -0.12
P 0.436 1.992 -0.446 -0.63 -0.23 -0.78
C 0.494 2.290 -2.207 0.36 0.08 -0.29
C -0.679 2.116 -2.954 -0.34 -0.07 -0.30
C -0.639 2.229 -4.349 0.05 0.02 0.23
C 0.560 2.534 -5.009 0.26 0.04 0.70
C 1.736 2.694 -4.251 -0.24 -0.17 0.07
C 1.712 2.562 -2.858 -0.17 0.20 -0.21
C 1.997 2.349 0.288 1.14 0.30 0.08
C 2.310 3.695 0.598 -0.10 -0.12 0.16
C 3.580 4.004 1.108 -0.57 -0.05 -0.34
C 4.499 2.990 1.352 -0.07 -0.54 -0.08
C 4.168 1.657 1.074 0.01 -0.08 -0.17
C 2.961 1.329 0.459 -0.20 1.10 0.20
C -0.765 3.025 0.347 -0.94 0.24 0.46
C -1.314 4.203 -0.213 0.36 -0.18 -0.05
C -2.218 4.966 0.537 0.09 -0.24 0.02
C -2.599 4.568 1.826 0.65 -0.45 -0.44
C -2.082 3.370 2.354 -0.17 0.11 0.08
C -1.170 2.597 1.634 -0.23 0.69 -0.49
H -1.649 1.886 -2.468 0.80 0.15 -0.26
H -1.563 2.069 -4.907 0.33 0.13 0.07
H 0.576 2.664 -6.092 0.02 -0.13 0.34
H 2.700 2.901 -4.720 -0.41 0.00 -0.03
H 2.645 2.712 -2.295 -0.56 -0.17 -0.20
H 1.561 4.505 0.438 0.66 -0.76 0.18
H 3.829 5.042 1.305 0.02 -0.14 0.01
H 5.500 3.208 1.721 -0.35 0.06 0.08
H 4.860 0.852 1.328 -0.04 0.35 -0.26
H 2.764 0.341 0.067 -0.03 -0.23 0.33
H -1.014 4.547 -1.227 -0.25 -0.38 0.84
H -2.632 5.870 0.089 0.12 -0.19 0.20
H -3.266 5.196 2.415 0.09 -0.27 -0.16
H -2.410 3.030 3.341 0.21 0.14 -0.30
H -0.776 1.665 2.038 -0.10 0.26 0.00
C -2.184 -4.062 -0.175 0.36 -0.32 0.33
N -2.958 -2.845 -0.113 -0.15 0.00 0.34
C -3.681 -2.540 -1.308 -0.94 0.33 -0.27
C -2.685 -1.900 0.837 0.02 0.06 0.23
O -1.533 -1.690 1.274 -0.14 -0.36 -0.05
N -3.732 -1.201 1.360 0.58 0.47 0.23
C -5.119 -1.559 1.239 -0.91 -0.62 0.12
C -3.434 -0.150 2.330 -0.49 0.05 0.01
H -2.843 -4.874 -0.539 0.33 0.40 0.09
H -1.907 -4.311 0.862 0.24 -0.10 -0.54
H -1.287 -3.981 -0.821 -0.52 -0.12 0.44
H -2.985 -2.409 -2.143 -0.12 -0.04 -0.09
H -4.264 -1.613 -1.180 0.26 -0.39 -0.18
H -4.380 -3.367 -1.525 0.22 0.38 -0.14
H -5.191 -2.576 0.829 -0.11 0.39 0.13
H -5.680 -0.866 0.592 0.20 -0.15 0.08
H -5.642 -1.556 2.230 0.67 0.02 -0.64
H -2.369 0.054 2.284 -0.19 0.12 0.14
H -3.731 -0.484 3.343 0.27 0.14 -0.35
H -4.017 0.758 2.094 0.27 -0.32 0.04
```
Forces are in eV/Å.

Computed properties:
Energy above the lowest of the compared OMol25 structures with the same formula, charge and spin, kJ/mol: 93.3
Multiplicity: 5
HOMO-LUMO gap (spin up / spin down), eV: 5.7547 / 4.9408
Total charge: +1